1.
Density functional theory data (ωB97M-V/def2-TZVPD) for a structure of composition H4O2Sn.

As for the frontier orbital gap (alpha / beta): 5.981 / 10.387 eV. Its total energy is -9983.1094 eV. As for the LUMO energy (alpha / beta): -0.226 / -0.221 Ha. Its net charge is +1. Its spin multiplicity is 2. The highest occupied orbital energy (alpha / beta) is -12.1 / -16.4 eV.

The geometry in XYZ format:
```
7
Properties=species:S:1:pos:R:3:forces:R:3:mulliken_spin:R:1
Sn 0.1044 -0.0893 0.1944 0.0 0.1 -0.1 1.01
O -1.2926 2.0695 1.6874 0.5 -0.6 -0.5 0.00
H -1.2750 2.1377 2.6420 0.1 0.0 0.4 0.00
H -2.1470 2.4209 1.4373 -0.3 0.1 -0.2 0.00
O 1.4610 -1.9399 -1.6881 -0.4 0.5 0.6 0.00
H 0.9519 -2.6982 -1.9745 -0.2 -0.3 -0.1 0.00
H 2.1973 -1.9007 -2.2984 0.4 0.2 -0.1 0.00
```
Forces are in eV/Å.


2.
Density functional theory data (ωB97M-V/def2-TZVPD) for an isolated molecule of H4O3SSi in a non-equilibrium geometry.

As for the frontier orbital gap: 10.166 eV. Its total energy is -24924.8994 eV. As for the SMILES: O[Si](O)(O)S. As for the LUMO energy: 0.009 Ha. The highest occupied orbital energy is -9.9 eV.

The geometry in XYZ format:
```
9
Properties=species:S:1:pos:R:3:forces:R:3:lowdin_charge:R:1
O 0.5533 -1.5681 -0.6681 -1.0 -0.5 -0.8 -0.12
O 0.4890 1.1376 -0.9018 0.8 -0.2 0.2 -0.17
O 0.7182 -0.2034 1.4275 2.0 -1.3 0.8 -0.13
Si 0.0056 -0.1761 -0.0063 0.0 1.6 -1.1 -0.21
S -2.1012 -0.0385 0.0587 -0.9 0.8 0.7 0.50
H 0.0043 -1.8922 -1.4007 0.5 0.0 0.2 0.07
H 1.4560 1.3101 -0.9545 -1.1 -0.2 0.1 0.08
H 1.4382 -0.8975 1.3234 -1.2 1.2 0.7 0.10
H -2.3629 1.1506 0.7841 0.8 -1.4 -0.9 -0.12
```
Forces are in eV/Å.


3.
Density functional theory data (ωB97M-V/def2-TZVPD) for a cluster of 2 separate species, H4OP2 in total in a non-equilibrium geometry.

As for the frontier orbital gap (alpha / beta): 8.851 / 8.111 eV. Its total energy is -20685.1553 eV. As for the LUMO energy (alpha / beta): -0.052 / -0.009 Ha. The highest occupied orbital energy (alpha / beta) is -10.3 / -8.3 eV.

The geometry in XYZ format:
```
7
Properties=species:S:1:pos:R:3:forces:R:3:lowdin_charge:R:1
O 1.1513 -1.4906 1.0632 1.1 -0.5 0.3 -0.55
P 0.6626 0.2941 -1.3755 2.1 1.4 -0.2 0.50
P 0.0369 -0.8200 0.3866 -3.0 -0.2 0.1 0.34
H 1.3057 1.4740 -0.6772 -0.3 -1.7 -0.3 -0.09
H -0.2652 1.2668 -1.6961 -1.4 -0.1 0.0 -0.19
H -1.0874 -1.8057 -0.0317 1.4 1.2 0.2 -0.03
H -1.8040 1.0814 2.3307 0.1 -0.1 -0.1 0.03
```
Forces are in eV/Å.


4.
Density functional theory data (ωB97M-V/def2-TZVPD) for an isolated molecule of H4OP2S in a non-equilibrium geometry.

As for the frontier orbital gap: 8.600 eV. Its total energy is -31524.1619 eV. As for the SMILES: O[P@@H](P)=S. As for the LUMO energy: 0.003 Ha. The highest occupied orbital energy is -8.5 eV.

The geometry in XYZ format:
```
8
Properties=species:S:1:pos:R:3:forces:R:3:lowdin_charge:R:1
O 0.6409 -0.6258 1.2369 0.6 -1.0 -0.7 -0.39
P -0.5480 1.6696 -0.3244 -2.7 -0.5 0.3 0.62
P -0.3892 -0.4957 -0.0384 0.5 -1.5 -2.6 0.23
S 0.0361 -1.4598 -2.0801 -0.7 1.6 4.0 -0.12
H 1.2697 -1.3933 1.2060 -0.9 0.9 -0.2 0.09
H 0.2757 1.3988 -1.3346 1.8 0.2 -1.4 -0.21
H 0.2974 1.7838 0.7207 1.4 0.5 0.9 -0.18
H -1.5825 -0.8775 0.6138 0.1 -0.2 -0.4 -0.04
```
Forces are in eV/Å.